1.
Below is a cluster of 2 separate species, C6H13N3 in total at a distorted geometry, with properties calculated with wB97M-V/def2-TZVPD.

Properties
* Kohn-Sham gap: 0.3218 Ha
* E: -10900.061 eV
* energy relative to the best compared isomer or geometry (same formula, charge and spin): 323.3 kJ/mol
* HOMO level: -7.97 eV
* max |F|: 0.0743 hartree/bohr
* SMILES: CN(C)C#N.C/C=C/N

Last column: Mulliken charge in e.
Element x y z (Å)
C1 -2.07 1.58 0.00  -0.96
N1 -1.74 0.16 -0.06  0.08
C2 -2.94 -0.67 -0.01  -0.93
C3 -0.83 -0.18 -1.06  0.53
N2 -0.68 -0.65 -2.12  -0.64
H1 -1.19 2.19 -0.16  0.30
H2 -2.56 1.79 0.96  0.31
H3 -2.82 1.88 -0.73  0.37
H4 -2.70 -1.71 -0.25  0.32
H5 -3.44 -0.55 0.95  0.31
H6 -3.70 -0.39 -0.75  0.36
C4 2.70 0.35 1.74  -1.13
C5 1.91 -0.54 0.83  -0.11
C6 1.65 -0.21 -0.49  -0.27
N3 2.13 -1.02 -1.55  -0.55
H7 2.47 0.17 2.79  0.31
H8 2.55 1.40 1.49  0.33
H9 3.77 0.14 1.68  0.28
H10 2.14 -1.58 1.02  0.23
H11 1.68 0.85 -0.71  0.29
H12 1.45 -1.02 -2.30  0.34
H13 2.22 -1.99 -1.28  0.23

---

2.
Below is a cluster of 13 separate species, C3H32N2O13 in total at a distorted geometry, with properties calculated with wB97M-V/def2-TZVPD.

Properties
* Kohn-Sham gap: 0.3387 Ha
* E: -33230.715 eV
* energy relative to the best compared isomer or geometry (same formula, charge and spin): 0.0 kJ/mol
* HOMO level: -9.17 eV
* max |F|: 0.0575 hartree/bohr

Last column: Mulliken charge in e.
Element x y z (Å)
N1 -1.46 -2.52 -0.17  -0.68
C1 -0.02 -2.45 -0.48  -0.70
C2 0.60 -1.07 -0.59  0.53
N2 -0.09 0.05 -0.27  1.71
C3 0.52 1.39 -0.35  -1.38
O1 1.78 -0.94 -0.95  -1.05
H1 -1.97 -2.17 -0.95  0.37
H2 -1.62 -2.00 0.71  0.28
H3 0.54 -3.06 0.26  0.49
H4 0.18 -2.99 -1.49  0.26
H5 -1.08 0.01 -0.02  -0.40
H6 0.94 1.56 -1.37  0.32
H7 -0.23 2.12 -0.15  0.53
H8 1.31 1.52 0.39  0.02
H9 -2.95 1.06 0.39  0.39
H10 -3.19 -0.41 0.61  0.28
O2 -3.04 0.20 -0.11  -0.69
H11 -1.45 2.62 1.62  0.36
H12 -2.99 2.89 1.72  0.24
O3 -2.37 2.36 1.32  -0.59
H13 -1.49 -1.32 -3.00  0.41
H14 0.05 -1.10 -3.41  0.43
O4 -0.60 -1.75 -3.09  -0.76
H15 -1.85 0.43 2.29  0.33
H16 -0.90 -0.83 2.44  0.40
O5 -1.75 -0.53 2.14  -0.70
H17 1.88 0.04 -4.02  0.21
H18 1.63 -0.14 -2.50  0.25
O6 1.26 0.17 -3.34  -0.64
H19 2.38 -2.40 0.61  0.30
H20 3.25 -1.34 1.43  0.49
O7 2.70 -2.18 1.51  -0.82
H21 0.79 2.39 2.35  0.41
H22 0.22 3.72 2.82  0.26
O8 0.09 3.05 2.15  -0.64
H23 0.71 -1.61 3.85  0.23
H24 1.39 -1.64 2.41  0.45
O9 0.70 -1.20 2.99  -0.73
H25 -0.96 1.80 -2.28  0.35
H26 -0.19 1.19 -3.47  0.44
O10 -1.01 1.63 -3.27  -0.83
H27 1.45 0.36 2.92  0.49
H28 2.59 1.00 2.09  0.39
O11 1.89 1.19 2.80  -0.83
H29 2.82 0.00 0.04  0.34
H30 4.25 0.50 0.35  0.24
O12 3.41 0.29 0.77  -0.73
H31 -2.34 0.48 -3.13  0.47
H32 -2.97 -0.11 -1.83  0.36
O13 -2.81 -0.28 -2.74  -0.82

---

3.
Below is a structure of composition C23H23F3IrN4O2SSbSe6 at a distorted geometry, with properties calculated with wB97M-V/def2-TZVPD.

Properties
* Kohn-Sham gap (spin up / spin down): 0.1630 / 0.1620 Ha
* E: -454710.064 eV
* HOMO level (spin up / spin down): -7.14 / -7.12 eV
* max |F|: 0.2603 hartree/bohr

Last column: Mulliken charge in e.
Element x y z (Å)
Ir1 1.00 0.06 0.55  1.30
C1 0.12 -0.24 3.93  -1.14
Se1 1.40 -0.88 2.37  0.34
C2 0.77 -2.58 2.32  -1.12
C3 1.80 -3.24 1.46  -0.71
Se2 3.08 -1.97 0.68  0.33
C4 4.10 -3.21 -0.31  -0.96
H1 -0.85 -0.69 3.70  0.36
H2 0.01 0.86 4.06  0.29
H3 0.56 -0.69 4.83  0.39
H4 -0.23 -2.62 1.88  0.31
H5 0.74 -2.99 3.33  0.58
H6 1.36 -3.80 0.62  0.38
H7 2.42 -3.95 2.03  0.55
H8 3.40 -3.93 -0.76  0.17
H9 4.77 -3.73 0.36  0.34
H10 4.66 -2.71 -1.10  0.35
N1 3.16 -3.65 -5.65  -0.49
C5 2.36 -3.10 -4.72  1.26
C6 2.15 -3.73 -3.49  -1.02
C7 1.35 -3.14 -2.53  -0.22
C8 0.75 -1.93 -2.77  -0.75
C9 0.91 -1.30 -4.00  -0.46
C10 1.69 -1.89 -4.97  -0.91
S1 0.14 -0.93 -1.46  1.34
O1 0.32 -1.69 -0.22  -0.54
O2 -1.19 -0.42 -1.60  -0.67
N2 1.21 0.26 -1.38  -0.09
C11 0.90 1.47 -1.88  0.06
N3 0.36 1.60 -3.08  -0.28
C12 0.07 2.82 -3.49  -0.21
C13 0.34 3.95 -2.73  -0.98
C14 0.90 3.72 -1.48  0.32
N4 1.16 2.50 -1.07  -0.14
H11 3.75 -4.43 -5.42  0.19
H12 3.38 -3.15 -6.49  0.19
H13 2.64 -4.68 -3.29  0.33
H14 1.18 -3.65 -1.58  0.63
H15 0.44 -0.34 -4.16  0.57
H16 1.81 -1.40 -5.93  0.33
H17 -0.40 2.87 -4.46  0.44
H18 0.11 4.94 -3.07  0.40
H19 1.13 4.52 -0.76  0.07
F1 -7.74 3.01 2.26  -0.26
C15 -7.10 2.24 3.16  0.86
F2 -7.23 2.84 4.35  -0.29
F3 -7.79 1.09 3.22  -0.26
C16 -5.67 2.02 2.77  0.34
C17 -4.61 2.42 3.58  -0.53
C18 -3.31 2.24 3.15  -0.76
C19 -3.07 1.64 1.92  0.19
C20 -4.14 1.24 1.10  -0.63
C21 -5.43 1.43 1.53  -0.89
C22 -1.76 1.36 1.50  0.26
C23 -0.65 1.06 1.10  -0.48
H20 -4.82 2.87 4.54  0.46
H21 -2.48 2.55 3.76  0.51
H22 -3.94 0.79 0.14  0.57
H23 -6.27 1.13 0.92  0.39
Se3 4.24 3.63 4.74  -0.33
Sb1 2.89 3.22 2.55  0.61
Se4 2.06 5.36 1.76  -0.53
Se5 5.08 3.74 1.66  -0.29
Se6 2.03 1.19 2.00  -0.08

---

4.
Below is a structure of composition C40H44FN6O5P2RuS at a distorted geometry, with properties calculated with wB97M-V/def2-TZVPD.

Properties
* spin multiplicity: 2
* Kohn-Sham gap (spin up / spin down): 0.2412 / 0.2564 Ha
* E: -96087.379 eV
* energy relative to the best compared isomer or geometry (same formula, charge and spin): 50.9 kJ/mol
* HOMO level (spin up / spin down): -7.07 / -7.20 eV
* max |F|: 0.0347 hartree/bohr

Last column: Löwdin spin population.
Element x y z (Å)
Ru1 0.09 0.29 -0.25  0.85
C1 5.40 -0.46 2.93  0.00
C2 4.71 -1.58 2.50  0.00
C3 3.34 -1.50 2.29  0.00
C4 2.65 -0.31 2.51  0.01
C5 3.36 0.81 2.93  0.00
C6 4.73 0.74 3.13  0.00
P1 0.83 -0.33 2.31  0.08
C7 0.30 -1.01 3.93  0.03
C8 -1.02 -0.75 4.32  0.01
C9 -1.51 -1.24 5.52  0.00
C10 -0.70 -2.01 6.34  0.01
C11 0.60 -2.29 5.95  0.00
C12 1.10 -1.80 4.75  0.01
C13 0.34 1.41 2.45  -0.01
C14 0.33 2.18 3.61  0.00
C15 -0.05 3.51 3.52  0.00
C16 -0.43 4.03 2.29  0.00
C17 -0.44 3.24 1.15  -0.01
C18 -0.03 1.91 1.21  -0.03
H1 6.47 -0.51 3.09  0.00
H2 5.23 -2.51 2.33  0.00
H3 2.80 -2.37 1.92  0.00
H4 2.84 1.75 3.08  0.00
H5 5.27 1.62 3.46  0.00
H6 -1.65 -0.16 3.66  0.00
H7 -2.53 -1.02 5.82  0.00
H8 -1.09 -2.41 7.27  0.00
H9 1.23 -2.90 6.58  0.00
H10 2.12 -2.01 4.47  0.00
H11 0.60 1.75 4.56  0.00
H12 -0.04 4.15 4.40  0.00
H13 -0.74 5.07 2.22  0.00
H14 -0.79 3.68 0.22  0.00
C19 0.49 3.20 -1.97  0.00
C20 1.81 2.51 -1.90  0.00
C21 2.96 3.19 -2.34  0.00
C22 4.16 2.54 -2.42  0.00
C23 4.23 1.18 -2.06  0.00
C24 5.41 0.43 -2.18  0.00
C25 5.41 -0.90 -1.87  0.00
C26 4.25 -1.52 -1.39  0.00
C27 3.08 -0.81 -1.23  0.00
S1 1.66 -1.60 -0.63  -0.02
C28 3.04 0.57 -1.59  0.00
N1 1.86 1.25 -1.50  -0.01
H15 0.58 4.25 -1.71  0.00
H16 -0.24 2.71 -1.33  0.00
H17 0.11 3.14 -3.00  0.00
H18 2.87 4.23 -2.64  0.00
H19 5.04 3.05 -2.79  0.00
H20 6.32 0.92 -2.53  0.00
H21 6.32 -1.49 -1.99  0.00
H22 4.26 -2.57 -1.14  0.00
C29 -2.87 -3.43 -1.44  0.00
N2 -3.51 -2.88 -0.24  0.00
C30 -4.77 -3.50 0.10  0.00
P2 -2.52 -2.17 0.91  0.00
O1 -1.43 -1.47 0.19  0.02
N3 -3.48 -1.14 1.78  0.00
C31 -4.10 -1.37 3.07  0.00
C32 -4.12 -0.10 0.98  0.00
N4 -1.90 -3.28 1.99  0.00
C33 -2.75 -4.22 2.71  0.00
C34 -0.58 -3.83 1.70  0.00
H23 -3.53 -3.27 -2.30  0.00
H24 -2.69 -4.50 -1.34  0.00
H25 -1.93 -2.92 -1.61  0.00
H26 -5.48 -3.35 -0.71  0.00
H27 -5.18 -3.06 1.01  0.00
H28 -4.66 -4.58 0.26  0.00
H29 -3.49 -2.04 3.67  0.00
H30 -5.11 -1.79 2.99  0.00
H31 -4.18 -0.42 3.60  0.00
H32 -3.51 0.11 0.10  0.00
H33 -4.17 0.82 1.57  0.00
H34 -5.13 -0.37 0.67  0.00
H35 -3.80 -3.95 2.63  0.00
H36 -2.47 -4.22 3.77  0.00
H37 -2.63 -5.23 2.33  0.00
H38 0.02 -3.10 1.16  0.00
H39 -0.65 -4.75 1.09  0.00
H40 -0.09 -4.08 2.64  0.00
F1 -4.79 -3.15 -3.72  0.00
C35 -4.83 -1.82 -3.60  0.00
C36 -3.70 -1.09 -3.69  0.00
N5 -3.71 0.27 -3.61  0.00
C37 -2.45 1.01 -3.59  0.00
C38 -1.62 0.61 -2.36  0.00
O2 -0.73 -0.25 -2.50  0.05
O3 -1.89 1.19 -1.28  0.00
C39 -4.90 0.98 -3.46  0.00
O4 -4.96 2.19 -3.44  0.00
N6 -6.02 0.18 -3.32  0.00
C40 -6.11 -1.21 -3.32  0.00
O5 -7.16 -1.77 -3.11  0.00
H41 -2.74 -1.56 -3.83  0.00
H42 -2.70 2.06 -3.53  0.00
H43 -1.88 0.79 -4.49  0.00
H44 -6.88 0.68 -3.15  0.00

---

5.
Below is a cluster of 10 separate species, H20O10 in total at a distorted geometry, with properties calculated with wB97M-V/def2-TZVPD.

Properties
* Kohn-Sham gap: 0.3746 Ha
* E: -20798.102 eV
* energy relative to the best compared isomer or geometry (same formula, charge and spin): 435.2 kJ/mol
* HOMO level: -9.78 eV
* max |F|: 0.0375 hartree/bohr
* SMILES: O.O.O.O.O.O.O.O.O.O

Last column: Mulliken charge in e.
Element x y z (Å)
O1 0.29 -0.09 0.32  -0.57
H1 0.91 0.43 0.84  0.28
H2 -0.51 0.45 0.28  0.27
O2 3.41 -2.90 -0.72  -0.58
H3 4.07 -2.44 -1.24  0.30
H4 3.91 -3.54 -0.20  0.28
O3 1.18 2.87 3.29  -0.62
H5 0.23 2.84 3.14  0.31
H6 1.31 3.63 3.87  0.30
O4 -0.98 -3.97 0.73  -0.63
H7 -1.38 -4.30 1.54  0.30
H8 -1.57 -3.26 0.46  0.33
O5 -1.81 1.14 -3.37  -0.61
H9 -1.97 0.19 -3.41  0.31
H10 -2.59 1.49 -2.92  0.30
O6 4.88 -0.15 0.51  -0.60
H11 5.51 -0.10 1.23  0.30
H12 4.96 0.71 0.07  0.31
O7 1.11 3.70 -1.24  -0.60
H13 0.44 4.32 -0.93  0.30
H14 1.48 4.13 -2.02  0.30
O8 1.13 -0.74 -1.66  -0.56
H15 1.03 -1.64 -1.32  0.30
H16 1.50 -0.87 -2.55  0.26
O9 -3.61 -1.06 1.56  -0.61
H17 -4.26 -0.73 2.19  0.30
H18 -2.76 -0.82 1.95  0.29
O10 -4.97 0.32 0.06  -0.61
H19 -5.70 0.92 -0.14  0.30
H20 -5.24 -0.52 -0.32  0.32

---

6.
Below is a cluster of 2 separate species, C6H7I in total at a distorted geometry, with properties calculated with wB97M-V/def2-TZVPD.

Properties
* Kohn-Sham gap (spin up / spin down): 0.1955 / 0.1955 Ha
* E: -14426.493 eV
* energy relative to the best compared isomer or geometry (same formula, charge and spin): 793.1 kJ/mol
* HOMO level (spin up / spin down): -8.21 / -8.21 eV
* max |F|: 0.0865 hartree/bohr

Last column: Mulliken charge in e.
Element x y z (Å)
C1 0.47 0.04 -1.47  -0.62
C2 -0.67 -0.24 -1.26  0.01
C3 3.37 0.43 1.16  -0.14
C4 3.24 -0.45 0.29  -0.26
C5 -2.51 0.65 0.10  -0.94
C6 -2.09 -0.52 -0.78  -0.21
I1 3.63 -2.33 -0.37  0.38
H1 4.13 0.32 1.98  0.26
H2 2.77 1.38 1.20  0.28
H3 -2.43 1.55 -0.62  0.27
H4 -1.76 0.78 0.93  0.24
H5 -3.44 0.46 0.67  0.30
H6 -2.78 -0.67 -1.72  0.22
H7 -1.93 -1.37 -0.11  0.21

---

7.
Below is a structure of composition C26H17CrN3O7S4 at a distorted geometry, with properties calculated with wB97M-V/def2-TZVPD.

Properties
* Kohn-Sham gap (spin up / spin down): 0.2313 / 0.2315 Ha
* E: -117780.669 eV
* charge: +2
* HOMO level (spin up / spin down): -14.77 / -14.77 eV
* max |F|: 0.0435 hartree/bohr

Last column: Mulliken charge in e.
Element x y z (Å)
Cr1 -1.22 -1.16 0.18  -0.50
S1 -3.40 -1.37 0.21  -0.12
C1 -4.01 -1.90 -1.34  0.97
C2 -5.37 -1.82 -1.65  -0.62
C3 -5.81 -2.14 -2.92  -0.62
C4 -4.91 -2.58 -3.88  -0.66
C5 -3.56 -2.70 -3.58  -0.55
C6 -3.11 -2.34 -2.32  0.02
S2 -1.37 -2.47 -1.94  -0.17
C7 -0.77 -1.08 -2.97  -1.31
C8 -0.89 0.29 -2.37  0.51
C9 -0.57 1.40 -3.16  -0.98
C10 -0.60 2.66 -2.59  -0.71
C11 -0.94 2.79 -1.25  -0.90
C12 -1.29 1.65 -0.53  0.32
C13 -1.72 1.84 0.89  -0.83
S3 -1.69 0.37 1.96  -0.31
C14 0.12 0.24 2.49  0.85
C15 0.38 1.24 3.56  -0.88
C16 1.01 0.91 4.71  -0.80
C17 1.36 -0.44 4.98  -0.60
C18 0.98 -1.45 4.14  -0.80
C19 0.29 -1.21 2.94  0.59
S4 -0.39 -2.50 2.12  -0.10
N1 -1.26 0.44 -1.10  1.24
H1 -6.06 -1.50 -0.89  0.50
H2 -6.85 -2.05 -3.16  0.42
H3 -5.26 -2.85 -4.86  0.43
H4 -2.88 -3.09 -4.32  0.56
H5 -1.30 -1.13 -3.93  0.81
H6 0.29 -1.31 -3.16  0.43
H7 -0.29 1.26 -4.19  0.58
H8 -0.36 3.53 -3.17  0.47
H9 -0.93 3.75 -0.76  0.58
H10 -2.78 2.15 0.91  0.63
H11 -1.13 2.62 1.36  0.39
H12 0.10 2.26 3.35  0.58
H13 1.23 1.66 5.44  0.53
H14 1.88 -0.67 5.90  0.48
H15 1.16 -2.48 4.41  0.53
O1 2.06 -2.45 -1.08  -0.58
C20 1.68 -1.55 -0.39  -0.21
O2 0.42 -1.26 -0.23  0.51
C21 2.61 -0.57 0.30  0.48
C22 3.97 -0.66 0.02  -0.72
C23 4.82 0.35 0.44  -0.69
C24 4.33 1.47 1.09  -0.38
C25 2.98 1.57 1.36  -0.30
C26 2.10 0.52 1.03  0.17
O3 0.74 0.61 1.26  1.60
N2 2.49 2.85 1.85  1.05
O4 1.31 3.09 1.66  -0.53
O5 3.28 3.59 2.36  -0.60
N3 6.26 0.29 0.09  1.04
O6 6.64 -0.75 -0.38  -0.58
O7 6.89 1.29 0.29  -0.58
H16 4.35 -1.50 -0.55  0.66
H17 4.99 2.29 1.35  0.70

---

8.
Below is a cluster of 3 separate species, C20H25BF24O5PS in total at a distorted geometry, with properties calculated with wB97M-V/def2-TZVPD.

Properties
* Kohn-Sham gap: 0.1738 Ha
* E: -117404.357 eV
* charge: -1
* HOMO level: -3.07 eV
* max |F|: 0.0512 hartree/bohr

Last column: Mulliken charge in e.
Element x y z (Å)
C1 -1.10 5.25 0.07  -1.13
C2 -0.03 5.76 -0.95  0.31
S1 -0.90 6.25 -2.46  -0.31
C3 0.08 5.71 -3.90  -0.62
B1 0.65 4.15 -3.89  0.56
C4 -0.20 3.10 -2.93  -0.24
C5 -0.26 1.72 -3.63  -0.72
O1 1.00 1.05 -3.66  -0.46
C6 0.98 -0.02 -2.78  -0.96
C7 2.30 -0.77 -2.84  1.03
F1 2.74 -0.71 -4.10  -0.32
F2 2.10 -2.08 -2.60  -0.30
C8 3.44 -0.20 -1.97  0.51
F3 4.62 -0.56 -2.42  -0.32
F4 3.40 1.12 -2.12  -0.15
C9 3.30 -0.46 -0.46  0.68
F5 4.31 0.20 0.13  -0.37
F6 2.18 0.04 0.05  -0.24
C10 3.41 -1.92 -0.02  0.22
F7 3.64 -2.00 1.30  -0.28
F8 4.34 -2.60 -0.67  -0.29
P1 2.56 4.26 -3.57  -0.49
O2 2.93 4.10 -1.93  -0.38
O3 3.39 3.06 -4.44  -0.37
H1 -0.98 4.19 0.26  0.23
H2 -2.08 5.34 -0.40  0.31
H3 -1.12 5.83 0.98  0.32
H4 0.51 6.58 -0.48  0.53
H5 0.64 4.93 -1.13  -0.41
H6 -0.58 5.80 -4.76  0.29
H7 0.89 6.42 -4.09  0.38
H8 0.54 3.74 -5.03  -0.33
H9 -1.24 3.38 -2.77  0.42
H10 0.34 2.90 -1.99  -0.17
H11 -0.69 1.88 -4.62  0.40
H12 -1.00 1.11 -3.09  0.15
H13 0.71 0.32 -1.77  0.38
H14 0.21 -0.74 -3.08  0.51
H15 2.45 -2.41 -0.19  0.15
H16 2.48 3.34 -1.52  0.23
H17 4.25 2.93 -4.04  0.27
C11 0.89 -3.55 3.53  -0.95
C12 0.55 -2.08 3.23  0.94
C13 1.48 -1.03 3.83  0.22
F9 1.48 -1.09 5.18  -0.26
F10 1.04 0.20 3.48  -0.27
F11 -0.74 -1.84 3.57  -0.31
F12 0.62 -1.94 1.88  -0.21
O4 0.18 -4.16 4.60  -0.42
C14 0.65 -3.98 5.88  0.81
C15 -0.35 -3.19 6.74  0.20
F13 -0.62 -1.99 6.19  -0.21
F14 0.18 -2.97 7.97  -0.27
F15 1.87 -3.41 5.87  -0.28
F16 0.79 -5.21 6.42  -0.31
H18 0.57 -4.11 2.65  0.49
H19 1.96 -3.71 3.61  0.36
H20 2.50 -1.15 3.46  0.22
H21 -1.28 -3.75 6.85  0.25
C16 -3.08 -2.83 1.37  -0.82
C17 -2.23 -3.05 0.12  0.91
C18 -1.81 -1.79 -0.64  0.29
F17 -2.86 -1.08 -1.09  -0.29
F18 -1.06 -2.14 -1.71  -0.28
F19 -2.86 -3.91 -0.70  -0.30
F20 -1.08 -3.66 0.51  -0.28
O5 -4.49 -2.96 1.22  -0.45
C19 -5.21 -1.88 0.77  0.76
C20 -5.84 -2.15 -0.59  0.19
F21 -4.91 -2.48 -1.51  -0.20
F22 -6.48 -1.04 -1.03  -0.26
F23 -4.45 -0.77 0.76  -0.26
F24 -6.20 -1.67 1.66  -0.31
H22 -2.81 -3.63 2.06  0.44
H23 -2.82 -1.91 1.89  0.47
H24 -1.19 -1.15 0.01  0.12
H25 -6.57 -2.96 -0.52  0.23

---

Question: max |F| of number 2 (C3H32N2O13)?
Answer: 0.0575 hartree/bohr